[1]
C20H70N20O15 | ωB97M-V with the def2-TZVPD basis set

Geometry as ORCA input:
```
! RIJCOSX wB97M-V def2-TZVPD def2/J DEFGRID3
* xyz 0 1
C -12.903 -13.483 11.164
O -13.794 -13.356 11.994
N -12.805 -12.644 10.056
N -11.806 -14.248 11.432
H -12.027 -12.634 9.388
H -13.590 -12.110 9.836
H -11.307 -14.526 10.613
H -11.799 -14.793 12.246
C -16.648 -15.040 5.619
O -15.447 -15.277 5.508
N -17.313 -15.015 4.478
N -17.296 -14.805 6.793
H -16.698 -14.973 3.642
H -18.234 -14.620 4.454
H -18.310 -14.758 6.840
H -16.783 -15.082 7.676
C -20.524 -13.004 10.508
O -21.654 -12.816 10.074
N -20.046 -14.270 10.765
N -19.657 -11.891 10.639
H -19.124 -14.312 11.239
H -20.739 -15.004 10.829
H -20.187 -11.011 10.661
H -18.945 -11.916 11.410
C -12.513 -8.561 9.571
O -13.277 -8.178 10.450
N -12.354 -7.869 8.387
N -11.605 -9.598 9.631
H -12.731 -6.925 8.374
H -11.591 -7.998 7.753
H -11.786 -10.325 10.331
H -11.311 -10.042 8.773
C -12.289 -15.224 7.629
O -11.254 -14.954 8.258
N -12.705 -16.546 7.543
N -12.987 -14.331 6.904
H -12.415 -17.140 8.255
H -13.695 -16.643 7.398
H -13.835 -14.547 6.357
H -12.590 -13.356 6.901
C -16.162 -14.926 10.027
O -16.204 -15.871 9.160
N -16.272 -13.633 9.740
N -15.905 -15.311 11.342
H -16.301 -12.943 10.492
H -16.723 -13.331 8.864
H -15.432 -14.631 11.894
H -15.664 -16.296 11.422
C -12.097 -8.343 5.271
O -10.943 -8.421 5.676
N -12.662 -7.229 4.741
N -12.959 -9.424 5.338
H -12.028 -6.430 4.660
H -13.566 -7.204 4.349
H -13.965 -9.490 5.148
H -12.533 -10.184 5.829
C -19.453 -12.548 6.436
O -19.723 -13.468 5.623
N -20.194 -12.397 7.597
N -18.361 -11.795 6.310
H -19.979 -11.722 8.304
H -21.137 -12.848 7.709
H -17.636 -12.452 5.991
H -18.192 -11.414 7.249
C -15.873 -10.248 11.505
O -16.909 -10.860 11.218
N -14.763 -10.791 12.130
N -15.809 -8.945 11.159
H -14.615 -11.806 12.301
H -13.977 -10.211 12.192
H -16.651 -8.606 10.649
H -14.969 -8.530 10.821
C -10.136 -11.789 7.283
O -11.377 -11.791 7.479
N -9.326 -10.695 7.035
N -9.458 -13.014 7.424
H -8.430 -11.027 6.653
H -9.752 -9.906 6.499
H -8.596 -13.092 6.827
H -9.997 -13.871 7.593
C -13.256 -12.699 2.744
C -14.722 -12.516 3.311
O -15.667 -13.140 2.462
H -13.194 -13.785 2.608
H -12.474 -12.340 3.480
H -13.068 -12.163 1.826
H -14.924 -11.407 3.428
H -14.937 -12.950 4.310
H -15.811 -12.532 1.719
C -22.921 -9.018 8.417
C -21.782 -9.237 9.369
O -22.162 -9.908 10.553
H -23.177 -9.872 7.719
H -22.637 -8.306 7.617
H -23.875 -8.764 8.887
H -21.454 -8.295 9.876
H -21.010 -9.674 8.773
H -22.206 -10.879 10.415
C -15.655 -5.503 4.532
C -16.160 -6.824 3.944
O -16.174 -7.803 5.016
H -15.017 -5.864 5.368
H -16.427 -4.805 4.844
H -15.017 -4.935 3.852
H -15.434 -7.146 3.200
H -17.173 -6.717 3.520
H -17.006 -8.410 4.952
C -18.241 -10.237 2.429
C -19.269 -9.679 3.361
O -18.558 -9.559 4.564
H -17.374 -9.586 2.446
H -18.477 -10.418 1.437
H -17.922 -11.211 2.812
H -20.065 -10.386 3.497
H -19.596 -8.673 2.988
H -18.920 -10.178 5.235
C -15.435 -10.845 7.778
C -16.557 -9.801 7.743
O -17.673 -10.235 8.586
H -14.878 -10.837 8.741
H -14.812 -10.746 6.931
H -15.915 -11.858 7.765
H -16.979 -9.667 6.728
H -16.142 -8.846 8.062
H -17.416 -10.373 9.525
*
```

## Properties
HOMO-LUMO gap = 9.885 eV
Calculated total energy = -82401.332 eV
Max |F| = 4.7 eV/Å
Highest occupied orbital energy = -9.5 eV

---

[2]
C20H70N6O15 | ωB97M-V with the def2-TZVPD basis set

Geometry as ORCA input:
```
! RIJCOSX wB97M-V def2-TZVPD def2/J DEFGRID3
* xyz 0 1
C 19.133 -12.328 6.738
C 20.538 -12.013 6.286
O 21.598 -12.733 6.864
H 19.056 -12.181 7.847
H 18.783 -13.352 6.464
H 18.291 -11.778 6.402
H 20.825 -10.988 6.142
H 20.601 -12.412 5.319
H 21.448 -13.707 6.869
C 17.745 -10.016 9.210
C 19.176 -9.382 9.320
O 19.260 -8.569 10.415
H 17.523 -10.775 9.917
H 17.475 -10.365 8.186
H 17.057 -9.249 9.370
H 19.352 -8.743 8.508
H 19.965 -10.143 9.487
H 19.672 -9.037 11.190
C 24.750 -14.393 6.561
C 24.424 -14.035 8.024
O 25.539 -14.155 8.838
H 25.210 -15.364 6.389
H 25.438 -13.682 6.022
H 23.826 -14.449 5.875
H 23.673 -14.606 8.419
H 23.834 -13.060 7.976
H 25.204 -14.705 9.580
C 20.493 -16.820 12.482
C 19.937 -18.263 12.231
O 19.725 -18.439 10.861
H 21.445 -16.600 11.934
H 20.584 -16.637 13.534
H 19.679 -16.120 12.194
H 19.223 -18.591 12.918
H 20.692 -18.902 12.547
H 19.358 -19.277 10.553
C 21.635 -13.913 10.383
C 21.481 -12.437 10.064
O 21.468 -11.675 11.237
H 21.691 -14.589 9.568
H 20.818 -14.153 10.979
H 22.572 -14.024 10.978
H 20.549 -12.286 9.597
H 22.308 -11.899 9.476
H 21.200 -10.831 10.979
C 22.255 -16.849 7.573
O 21.981 -15.704 6.852
N 22.940 -17.815 7.012
N 21.716 -17.130 8.702
H 23.334 -17.661 6.086
H 23.129 -18.721 7.509
H 20.914 -16.667 9.191
H 21.634 -18.134 8.989
C 22.546 -8.031 9.418
O 22.510 -9.391 9.774
N 21.627 -7.244 9.697
N 23.367 -7.481 8.584
H 20.825 -7.814 9.940
H 21.425 -6.340 9.215
H 24.005 -8.167 8.163
H 23.205 -6.637 7.992
C 24.937 -16.898 10.033
O 26.001 -16.632 10.924
N 23.736 -16.619 10.329
N 25.095 -17.313 8.803
H 23.597 -16.120 11.241
H 22.975 -16.639 9.607
H 26.001 -16.980 8.379
H 24.380 -17.366 8.078
C 19.031 -14.811 8.724
O 19.296 -15.871 9.560
H 18.877 -13.859 9.211
H 18.016 -14.951 8.306
H 19.789 -14.630 7.970
H 18.436 -16.205 9.853
C 24.608 -11.489 11.971
O 24.818 -10.497 11.000
H 24.116 -11.064 12.796
H 25.588 -11.859 12.196
H 23.966 -12.246 11.502
H 24.067 -10.120 10.545
C 20.949 -13.637 14.139
O 21.198 -12.228 13.811
H 20.430 -14.195 13.290
H 20.411 -13.665 15.075
H 21.919 -14.086 14.312
H 21.490 -12.134 12.860
C 21.557 -9.156 13.140
O 20.180 -9.446 13.018
H 21.722 -8.348 13.864
H 22.035 -8.777 12.248
H 22.129 -10.008 13.541
H 19.899 -9.691 13.871
C 24.752 -14.641 12.910
O 23.783 -15.602 12.823
H 25.483 -15.118 13.589
H 24.279 -13.748 13.308
H 25.268 -14.593 11.977
H 23.714 -16.096 13.688
C 23.781 -10.792 5.511
O 23.190 -10.541 6.791
H 23.141 -10.438 4.741
H 24.045 -11.872 5.522
H 24.665 -10.149 5.502
H 22.574 -11.269 6.972
C 18.319 -12.527 11.852
O 17.011 -12.431 11.362
H 18.464 -11.868 12.715
H 19.063 -12.243 11.077
H 18.363 -13.565 12.056
H 16.915 -12.960 10.541
*
```

## Properties
HOMO-LUMO gap = 8.321 eV
Calculated total energy = -61520.354 eV
Max |F| = 9.6 eV/Å
Relative energy (zero: lowest compared OMol25 entry of this formula, charge and spin) = 87.95 kcal per mole
Highest occupied orbital energy = -8.6 eV

---

Among the records above, which one has the highest max |F|?
C20H70N6O15

---

Among the records above, which one has the highest calculated total energy?
C20H70N6O15

---

Among the records above, which one has the lowest highest occupied orbital energy?
C20H70N20O15